The following is a quantum chemistry calculation of a structure of composition C24H26BrIrN5OS3, from the Open Molecules 2025 dataset.

* energy relative to the best compared isomer or geometry (same formula, charge and spin): 0.0 kJ/mol
* total charge: +3
* E_HOMO: -16.486 eV

Atoms and positions in Å:
Ir1 0.1586 -0.9247 0.2840
C1 -1.9820 4.1543 2.0980
N1 -1.6072 3.4962 0.8527
N2 -1.1829 2.1885 0.7952
C2 -1.0113 1.8302 -0.5229
O1 -0.5741 0.6820 -0.8774
C3 -1.3631 2.9420 -1.2935
C4 -1.7359 3.9414 -0.4098
C5 -2.2286 5.3135 -0.6954
C6 -0.8189 1.3605 1.8648
C7 -1.2503 -0.0081 1.7302
C8 -0.8343 -0.9340 2.7121
C9 -0.0013 -0.5363 3.7665
C10 0.3444 0.7871 3.8788
C11 -0.0502 1.7492 2.9210
H1 -2.3022 3.4056 2.8182
H2 -2.8244 4.8094 1.8926
H3 -1.1553 4.7362 2.5026
H4 -1.3898 2.9918 -2.3670
H5 -2.1967 5.5034 -1.7646
H6 -1.6245 6.0646 -0.1857
H7 -3.2617 5.4308 -0.3635
H8 -2.1437 -0.2079 1.1491
H9 -1.2424 -1.9335 2.7033
H10 0.3112 -1.2541 4.5111
H11 0.9523 1.1112 4.7140
H12 0.2805 2.7734 3.0244
S1 0.9634 -2.8225 1.4303
C12 1.6339 -3.9079 0.2134
N3 1.0130 -5.1007 0.0607
C13 1.4582 -6.0923 -0.7339
C14 2.6042 -5.9086 -1.4659
C15 3.2871 -4.7021 -1.3349
C16 2.8065 -3.7065 -0.4976
H13 0.1934 -5.2634 0.6378
H14 0.8769 -7.0032 -0.7390
H15 2.9659 -6.7013 -2.1037
H16 4.2153 -4.5507 -1.8701
H17 3.3463 -2.7814 -0.3582
Br1 0.4553 -1.5289 -2.6563
C17 -1.2007 -2.1501 -1.9567
C18 -2.1367 -2.7274 -2.7902
C19 -3.2959 -3.2246 -2.2160
C20 -3.4626 -3.1447 -0.8388
C21 -2.4780 -2.5416 -0.0856
N4 -1.3618 -2.0347 -0.6404
H18 -1.9568 -2.7837 -3.8542
H19 -4.0561 -3.6768 -2.8388
H20 -4.3462 -3.5353 -0.3550
H21 -2.5614 -2.4524 0.9878
S2 2.2810 -0.0584 0.5914
C22 2.4332 1.4809 -0.2142
N5 3.1068 1.5995 -1.3253
C23 3.4117 2.9522 -1.8136
C24 2.5706 3.9246 -0.9719
S3 1.9315 2.9712 0.4518
H22 3.4910 0.7795 -1.7783
H23 3.1595 3.0121 -2.8705
H24 4.4800 3.1342 -1.6977
H25 1.7293 4.3345 -1.5247
H26 3.1762 4.7377 -0.5804

Results of the Löwdin charge analysis, in e, for atoms 1 through 6: atom 1 (Ir): 0.8534, atom 2 (C): 0.0455, atom 3 (N): -0.0319, atom 4 (N): 0.0421, atom 5 (C): -0.4020, atom 6 (O): -0.2271

***

The following is a quantum chemistry calculation of a structure of composition C24H26ClCoN7S, from the Open Molecules 2025 dataset.

* 2S+1: 4
* expectation value of S²: 3.768
* total charge: 0
* E_HOMO (spin up / spin down): -5.979 / -6.222 eV

Atoms and positions in Å:
Co1 0.9324 0.0081 1.5426
C1 -1.3630 6.3938 0.3887
C2 -1.0845 4.9504 0.6330
C3 -2.1132 4.0254 0.7809
C4 -1.9083 2.6695 0.8841
C5 -0.5891 2.1292 0.6381
N1 -0.3004 0.8106 0.4594
C6 -1.3683 0.0584 -0.0781
C7 -1.7488 0.2757 -1.3793
C8 -2.9269 -0.2537 -1.8928
C9 -3.5734 -1.2882 -1.1995
C10 -4.9392 -1.7581 -1.6954
C11 -3.0425 -1.7079 0.0041
C12 -1.9208 -1.0407 0.5871
N2 -1.4621 -1.4531 1.8463
C13 -2.1570 -2.2205 2.7182
C14 -1.3705 -2.4246 3.8154
C15 -0.2097 -1.6657 3.6298
N3 -0.3382 -0.9450 2.4821
C16 0.5257 3.0595 0.7868
C17 0.2188 4.4222 0.7886
N4 1.8637 2.6299 0.7088
C18 2.9521 3.4689 0.6552
C19 4.0851 2.7613 0.8188
C20 3.6678 1.4043 0.9466
N5 2.3043 1.3227 0.9294
H1 -0.4345 6.9946 0.3109
H2 -2.0082 6.7299 1.2004
H3 -1.9820 6.5377 -0.4792
H4 -3.1844 4.3418 0.7202
H5 -2.6559 1.9207 1.2245
H6 -1.2431 1.0187 -1.9184
H7 -3.1906 -0.1802 -2.9444
H8 -5.6393 -0.9180 -1.8081
H9 -5.3557 -2.5930 -1.1073
H10 -4.8382 -2.2291 -2.7179
H11 -3.3942 -2.5750 0.5424
H12 -3.0837 -2.6130 2.4142
H13 -1.5356 -3.1121 4.6736
H14 0.7049 -1.5340 4.2221
H15 1.0455 5.1065 0.9474
H16 2.8344 4.5335 0.5195
H17 5.0514 3.2655 0.8385
H18 4.1687 0.4735 1.0098
S1 2.5715 -0.9747 -1.3057
C21 2.8365 -2.6039 -1.9881
N6 2.5632 -3.7996 -1.3852
C22 2.6415 -4.9083 -2.3625
C23 2.9558 -4.1762 -3.7034
N7 2.9751 -2.7457 -3.3038
H19 2.5630 -3.8870 -0.3562
H20 1.6486 -5.4276 -2.3125
H21 3.4390 -5.5925 -2.1233
H22 2.2047 -4.4452 -4.5065
H23 3.9875 -4.5316 -4.0199
H24 3.1110 -2.0006 -3.9927
Cl1 2.6815 -0.5414 3.1198
C24 1.5750 -1.4031 0.0704
H25 0.6757 -2.0162 -0.1772
H26 2.1767 -1.7467 0.9002

Results of the Löwdin charge analysis, in e, for atoms 1 through 6: atom 1 (Co): 0.3392, atom 2 (C): -0.0682, atom 3 (C): -0.2982, atom 4 (C): -0.0852, atom 5 (C): -0.0230, atom 6 (C): -0.2060

***

The following is a quantum chemistry calculation of a structure of composition C24H26FeN6O2SSe2, from the Open Molecules 2025 dataset.

* total charge: 0
* E_HOMO: -5.971 eV

Atoms and positions in Å:
Fe1 -1.6802 -0.3120 0.0115
O1 -6.7916 1.8495 -0.8798
C1 -6.1472 1.5809 0.3559
C2 -4.7582 0.9790 0.0884
C3 -4.2487 0.5766 1.4694
O2 -2.8033 0.4646 1.5290
C4 -4.9284 -0.2396 -0.8354
Se1 -3.5806 -1.6481 -0.6094
C5 -3.8987 2.0996 -0.5163
Se2 -2.2607 1.5460 -1.4136
H1 -7.6560 2.2259 -0.6920
H2 -6.7437 0.8717 0.9469
H3 -6.0337 2.5048 0.9389
H4 -4.6853 -0.3840 1.7502
H5 -4.5320 1.3379 2.2047
H6 -2.5947 -0.0510 2.3164
H7 -4.9609 0.1059 -1.8669
H8 -5.8841 -0.7204 -0.6175
H9 -3.6431 2.8101 0.2746
H10 -4.5003 2.6254 -1.2569
C6 1.3368 -2.5164 3.4866
N1 1.5917 -2.2984 2.0778
C7 2.8277 -2.2891 1.4680
C8 2.6211 -2.0787 0.1556
N2 1.2480 -1.9658 -0.0353
C9 0.6096 -2.1007 1.1668
S1 -1.0368 -2.0962 1.4882
C10 0.6508 -1.8229 -1.3237
C11 1.3539 -2.3397 -2.4053
C12 0.8060 -2.1925 -3.6663
C13 -0.4183 -1.5677 -3.7939
C14 -1.0606 -1.1041 -2.6603
N3 -0.5232 -1.2044 -1.4248
H11 2.2903 -2.6634 3.9874
H12 0.7061 -3.3934 3.6225
H13 0.8220 -1.6507 3.9022
H14 3.7379 -2.4141 2.0247
H15 3.3224 -1.9637 -0.6479
H16 2.2777 -2.8782 -2.2669
H17 1.3277 -2.5880 -4.5278
H18 -0.8943 -1.4440 -4.7556
H19 -2.0270 -0.6270 -2.6932
N4 8.3992 1.7479 -1.7326
C15 7.3263 1.6894 -1.3258
C16 5.9840 1.6082 -0.8147
C17 5.7602 1.6413 0.5573
C18 4.4717 1.5402 1.0499
C19 3.3991 1.4026 0.1735
C20 3.6217 1.3885 -1.2025
C21 4.9104 1.4893 -1.6928
N5 2.0893 1.2548 0.6824
C22 1.7034 1.1929 2.0123
C23 0.3795 0.9070 2.0073
N6 -0.0709 0.7802 0.7119
C24 0.9656 1.0068 -0.0458
H20 6.5923 1.7485 1.2385
H21 4.3149 1.5707 2.1169
H22 2.8035 1.3066 -1.9016
H23 5.0825 1.4811 -2.7597
H24 2.3795 1.3879 2.8220
H25 -0.2856 0.8046 2.8462
H26 0.9354 1.0280 -1.1198

Results of the Löwdin charge analysis, in e, for atoms 1 through 6: atom 1 (Fe): -0.2720, atom 2 (O): -0.0516, atom 3 (C): -0.2377, atom 4 (C): -0.5727, atom 5 (C): -0.1947, atom 6 (O): -0.2077

***

The following is a quantum chemistry calculation of an isolated molecule of C24H26N2O3, from the Open Molecules 2025 dataset.

* SMILES: COc1cc(CNc2ccc(NC(C)=O)cc2)ccc1OCc1ccccc1C
* energy relative to the best compared isomer or geometry (same formula, charge and spin): 105.5 kJ/mol
* total charge: 0
* E_HOMO: -7.529 eV

Atoms and positions in Å:
C1 -0.1822 -1.4034 3.3750
O1 -1.3572 -0.9249 2.7645
C2 -1.7021 -1.4087 1.5371
C3 -0.9859 -2.3814 0.8547
C4 -1.3814 -2.8210 -0.4026
C5 -0.4779 -3.7224 -1.2072
N1 0.3232 -2.9266 -2.1307
C6 1.1847 -1.9550 -1.6415
C7 1.9619 -2.1534 -0.4995
C8 2.8264 -1.1803 -0.0427
C9 2.9579 0.0214 -0.7295
N2 3.8077 1.0537 -0.3022
C10 4.4255 1.2029 0.9024
C11 5.2493 2.4754 0.9713
O2 4.3356 0.4227 1.8238
C12 2.2252 0.2096 -1.8984
C13 1.3471 -0.7564 -2.3400
C14 -2.5361 -2.3044 -0.9683
C15 -3.2612 -1.3349 -0.2999
C16 -2.8502 -0.8596 0.9343
O3 -3.5972 0.1195 1.5443
C17 -2.9177 1.3633 1.7127
C18 -2.5765 1.9636 0.3683
C19 -3.6357 2.4227 -0.4073
C20 -3.4339 2.9164 -1.6815
C21 -2.1508 2.9536 -2.1981
C22 -1.0925 2.5025 -1.4325
C23 -1.2794 2.0022 -0.1483
C24 -0.0833 1.5201 0.6183
H1 -0.1065 -0.8684 4.3204
H2 0.7039 -1.1904 2.7680
H3 -0.2420 -2.4777 3.5748
H4 -0.1012 -2.8058 1.3000
H5 0.1883 -4.2924 -0.5579
H6 -1.0592 -4.4269 -1.8062
H7 -0.2371 -2.5729 -2.8966
H8 1.9052 -3.0874 0.0360
H9 3.4035 -1.3459 0.8514
H10 3.9227 1.8031 -0.9705
H11 6.0134 2.4711 0.1966
H12 4.6114 3.3461 0.8321
H13 5.7275 2.5367 1.9442
H14 2.3355 1.1282 -2.4595
H15 0.7714 -0.5842 -3.2387
H16 -2.8637 -2.6459 -1.9394
H17 -4.1534 -0.9125 -0.7351
H18 -2.0351 1.2294 2.3420
H19 -3.6392 1.9945 2.2386
H20 -4.6342 2.3780 0.0033
H21 -4.2702 3.2683 -2.2672
H22 -1.9746 3.3346 -3.1936
H23 -0.0916 2.5308 -1.8397
H24 -0.0925 1.8769 1.6459
H25 -0.0572 0.4311 0.6315
H26 0.8318 1.8644 0.1433

Results of the Löwdin charge analysis, in e, for atoms 1 through 6: atom 1 (C): -0.0673, atom 2 (O): -0.0858, atom 3 (C): -0.2053, atom 4 (C): 0.0226, atom 5 (C): -0.2128, atom 6 (C): -0.1515